Computed, not measured: 4 unconnected molecules or ions with the total composition C4H16O4 in a non-equilibrium geometry, with the ωB97M-V functional and the def2-TZVPD basis.

Energy above the lowest of the compared OMol25 structures with the same formula, charge and spin in eV: 4.662
HOMO-LUMO gap in eV: 10.31
DFT total energy in eV: -12593.175
HOMO in Eh: -0.361
LUMO level in eV: 0.487
Strongest force on any atom in hartree/bohr: 0.17621
Charge: 0

Each atom is followed by the atoms it is bonded to, with distances in Å.
Positions of all 24 atoms, in Å:
1 C 0.376 -3.229 0.334  O2 1.416, H3 1.232, H4 1.170, H5 1.191
2 O 0.044 -2.532 -0.853  C1 1.416, H6 0.919
3 H 0.207 -2.439 1.265  C1 1.232
4 H 1.361 -3.838 0.173  C1 1.170
5 H -0.526 -3.974 0.558  C1 1.191
6 H 0.084 -1.615 -0.800  O2 0.919
7 C 1.567 1.276 2.678  O8 1.410, H9 1.072, H10 1.122, H11 1.110
8 O 2.474 0.760 1.730  C7 1.410, H12 0.855
9 H 2.077 2.187 2.920  C7 1.072
10 H 1.541 0.592 3.567  C7 1.122
11 H 0.606 1.681 2.297  C7 1.110
12 H 3.275 0.886 2.000  O8 0.855
13 C 0.921 0.747 -1.180  O14 1.367, H15 1.121, H16 1.004, H17 1.056
14 O 0.239 0.274 -0.093  C13 1.367, H18 0.983
15 H 0.725 1.850 -1.235  C13 1.121
16 H 0.524 0.580 -2.087  C13 1.004
17 H 1.975 0.693 -1.213  C13 1.056
18 H 0.839 0.561 0.632  O14 0.983
19 C -3.301 0.906 -2.052  O20 1.354, H21 1.092, H22 1.055, H23 1.108
20 O -2.826 1.407 -0.887  C19 1.354, H24 0.911
21 H -2.386 0.639 -2.584  C19 1.092
22 H -3.966 1.636 -2.422  C19 1.055
23 H -3.821 -0.069 -1.974  C19 1.108
24 H -2.008 1.023 -0.773  O20 0.911